(1)
Molecular formula: C28H28MoN2O5PS7
Method: DFT, the ωB97M-V functional and the def2-TZVPD basis

Each line ends with the Löwdin charge.
CARTESIAN COORDINATES (ANGSTROEM)
Mo1 0.7743 0.2457 -0.8040  0.753
C1 4.7962 4.6294 0.8880  -0.056
C2 3.9584 3.4777 0.4014  -0.249
O1 2.9106 4.0274 -0.4685  -0.299
P1 1.7295 3.1711 -1.0210  -0.067
S1 0.5791 2.3719 0.4201  0.327
S2 2.3858 1.5683 -2.0854  0.320
O2 0.8746 4.1587 -1.8677  -0.312
C3 1.3301 4.7788 -3.1217  -0.226
C4 2.1229 6.0362 -2.8710  -0.059
H1 5.5879 4.2467 1.5321  0.092
H2 4.1944 5.3321 1.4618  0.089
H3 5.2585 5.1530 0.0525  0.087
H4 3.4678 2.9528 1.2218  0.106
H5 4.5350 2.7695 -0.1926  0.111
H6 0.4041 4.9867 -3.6506  0.122
H7 1.8935 4.0296 -3.6802  0.101
H8 1.5575 6.7309 -2.2514  0.093
H9 2.3209 6.5173 -3.8294  0.093
H10 3.0766 5.8268 -2.3909  0.073
O3 0.3036 -7.8623 -0.0060  0.157
C5 -0.1167 -6.6409 0.3341  -0.486
O4 -0.8714 -6.4838 1.2591  0.113
C6 0.4172 -5.4669 -0.4238  -0.148
C7 1.7464 -5.3588 -0.8174  -0.017
C8 2.2466 -4.1361 -1.2408  -0.108
C9 1.4159 -3.0182 -1.2978  -0.639
S3 2.1786 -1.4558 -1.6220  0.568
C10 0.0515 -3.1696 -1.0450  -0.127
C11 -0.4323 -4.3769 -0.5820  -0.014
H11 0.8003 -7.8561 -0.8321  0.122
H12 2.4261 -6.1976 -0.7164  0.130
H13 3.2982 -4.0328 -1.4775  0.115
H14 -0.6234 -2.3320 -1.1499  0.061
H15 -1.4740 -4.4811 -0.3036  0.115
O5 -0.6316 0.0774 -1.6454  -0.502
C12 -3.0513 -0.2909 -3.1687  -0.233
C13 -2.1699 -0.3314 -4.2901  -0.493
C14 -1.1782 -1.2760 -4.5366  -0.082
C15 -0.4959 -1.0495 -5.7342  -0.122
C16 -0.9779 0.0556 -6.3982  -0.344
S4 -2.2065 0.8496 -5.5581  1.110
C17 -3.4342 -1.5262 -2.5480  -0.463
C18 -3.6078 -2.7577 -3.1610  -0.063
C19 -4.0007 -3.7636 -2.2671  -0.130
C20 -4.1104 -3.2935 -0.9815  -0.371
S5 -3.8073 -1.6333 -0.8576  1.107
C21 -3.5614 0.9456 -2.6618  -0.499
C22 -4.7900 1.1689 -2.0528  -0.090
C23 -4.9729 2.4988 -1.6599  -0.122
C24 -3.8806 3.2768 -1.9573  -0.341
S6 -2.6494 2.4207 -2.7343  1.071
H16 -0.9382 -2.0612 -3.8338  0.120
H17 0.3119 -1.6608 -6.1071  0.121
H18 -0.6486 0.4328 -7.3548  0.090
H19 -3.4963 -2.8973 -4.2266  0.135
H20 -4.2029 -4.7868 -2.5459  0.122
H21 -4.3874 -3.8617 -0.1057  0.087
H22 -5.5434 0.4012 -1.9561  0.121
H23 -5.8649 2.8797 -1.1861  0.123
H24 -3.7515 4.3263 -1.7396  0.090
S7 0.2907 -0.5887 1.4672  0.598
C25 0.9040 -2.1778 1.8191  -0.729
N1 0.0541 -3.0163 2.4640  0.109
C26 0.4193 -4.2393 2.8959  -0.008
C27 1.7062 -4.6409 2.6851  0.008
C28 2.5409 -3.7431 2.0190  -0.052
N2 2.1543 -2.5420 1.6047  0.110
H25 -0.8984 -2.7031 2.6041  0.158
H26 -0.3404 -4.8396 3.3752  0.149
H27 2.0500 -5.6091 3.0157  0.135
H28 3.5748 -4.0007 1.8178  0.138

**Energy relative to the best compared isomer or geometry (same formula, charge and spin)**: 0.6 kcal per mole
**LUMO (spin up / spin down)**: -0.2541 / -0.2541 hartree
**Frontier orbital gap (spin up / spin down)**: 6.35 / 6.47 eV
**Net charge**: +2
**Spin multiplicity**: 2

---

(2)
Molecular formula: C28H28N2NiSi
Method: DFT, the ωB97M-V functional and the def2-TZVPD basis

Each line ends with the natural charge from an NBO analysis.
CARTESIAN COORDINATES (ANGSTROEM)
C1 -2.3612 0.7246 1.9962  -0.293
C2 -1.2176 -0.0739 2.2821  -0.366
C3 -0.5137 0.5246 3.3702  -0.304
H1 -0.9549 -1.0116 1.8002  0.239
C4 -1.2788 1.6414 3.8153  -0.348
C5 -2.4307 1.7529 2.9773  -0.360
H2 -3.2577 2.4487 3.0970  0.242
H3 -3.1197 0.4957 1.2510  0.235
H4 0.3808 0.1190 3.8341  0.236
H5 -1.0676 2.2339 4.7043  0.241
Ni1 -0.7095 1.9516 1.8764  0.995
C6 0.5464 -0.2526 -0.4882  -1.103
H6 0.2324 0.0321 0.5093  0.243
H7 0.1159 0.4357 -1.2277  0.243
H8 1.6396 -0.1523 -0.5427  0.224
Si1 -0.0369 -2.1365 -0.9226  1.340
C7 -0.5965 -2.1222 -2.6818  -0.447
C8 -1.7033 -2.9614 -2.9549  -0.220
H9 -1.9141 -3.8098 -2.2945  0.214
C9 -2.5369 -2.7104 -4.0499  -0.219
H10 -3.4283 -3.3225 -4.2064  0.216
C10 -2.1958 -1.7053 -4.9643  -0.208
H11 -2.8201 -1.5290 -5.8481  0.216
C11 -1.0218 -0.9630 -4.7794  -0.224
H12 -0.7168 -0.2608 -5.5647  0.216
C12 -0.2375 -1.1477 -3.6312  -0.202
H13 0.6666 -0.5486 -3.4714  0.221
C13 1.1316 -3.1918 0.0366  -0.454
C14 0.9160 -4.5863 -0.0581  -0.217
H14 0.5549 -5.0187 -0.9898  0.219
C15 1.0575 -5.3819 1.0819  -0.229
H15 0.7605 -6.4301 1.0705  0.215
C16 1.5521 -4.8249 2.2673  -0.196
H16 1.6118 -5.4414 3.1678  0.215
C17 1.9862 -3.4926 2.2949  -0.234
H17 2.4298 -3.0896 3.2061  0.215
C18 1.8170 -2.6851 1.1648  -0.200
H18 2.1524 -1.6506 1.1849  0.224
H19 -1.4788 -2.4147 -0.1571  0.022
H20 -1.2491 -3.1984 -0.5047  -0.092
C19 3.0869 3.4488 2.7330  -0.324
C20 3.3266 4.2222 1.5916  -0.196
C21 2.3635 4.2698 0.5864  -0.210
C22 1.1721 3.5612 0.7490  0.094
N1 0.9365 2.8318 1.8988  -0.547
C23 1.8829 2.7602 2.8650  0.076
C24 0.1786 3.3394 -0.3012  0.111
C25 0.3662 3.6626 -1.6499  -0.219
C26 -0.4052 3.0176 -2.6164  -0.196
C27 -1.4571 2.1959 -2.1946  -0.336
C28 -1.7572 2.1043 -0.8364  0.084
N2 -0.9068 2.5781 0.1053  -0.558
H21 3.8212 3.3540 3.5289  0.218
H22 4.2693 4.7569 1.4793  0.217
H23 2.4970 4.8096 -0.3487  0.214
H24 1.6597 2.1415 3.7365  0.200
H25 1.1732 4.3508 -1.8961  0.214
H26 -0.1991 3.1399 -3.6808  0.218
H27 -2.0490 1.6140 -2.9019  0.227
H28 -2.6639 1.5948 -0.4981  0.201

**Energy relative to the best compared isomer or geometry (same formula, charge and spin)**: 0.0 kcal per mole
**LUMO (spin up / spin down)**: 0.0206 / 0.0104 hartree
**Frontier orbital gap (spin up / spin down)**: 5.39 / 7.94 eV
**Spin multiplicity**: 3

---

(3)
Molecular formula: C28H28N3PPtSSe2
Method: DFT, the ωB97M-V functional and the def2-TZVPD basis

Each line ends with the natural charge from an NBO analysis.
CARTESIAN COORDINATES (ANGSTROEM)
Pt1 -0.9605 0.7718 0.3711  0.486
Se1 1.7916 -2.8799 1.5199  -0.566
P1 2.1594 -1.1793 0.3078  0.979
Se2 1.4005 0.8009 0.9365  -0.326
C1 3.9431 -0.8390 0.1465  -0.308
C2 4.8474 -1.4187 1.0261  -0.210
C3 6.2013 -1.1281 0.9195  -0.213
C4 6.6522 -0.2649 -0.0665  -0.199
C5 5.7488 0.3137 -0.9498  -0.204
C6 4.3976 0.0328 -0.8412  -0.216
C7 1.6019 -1.4616 -1.4174  -0.408
C8 1.6301 -2.7628 -1.9195  -0.205
C9 1.2029 -3.0231 -3.2126  -0.220
C10 0.7406 -1.9875 -4.0158  -0.218
C11 0.7249 -0.6899 -3.5274  -0.158
C12 1.1595 -0.4238 -2.2347  -0.232
H1 4.4841 -2.1032 1.7820  0.244
H2 6.9030 -1.5806 1.6082  0.215
H3 7.7082 -0.0415 -0.1500  0.213
H4 6.0978 0.9867 -1.7224  0.213
H5 3.6951 0.4929 -1.5256  0.223
H6 1.9691 -3.5676 -1.2781  0.244
H7 1.2264 -4.0365 -3.5926  0.217
H8 0.3988 -2.1932 -5.0223  0.214
H9 0.3755 0.1252 -4.1489  0.211
H10 1.1392 0.5896 -1.8580  0.248
C13 -3.5631 2.0949 0.7584  -0.427
N1 -3.0305 1.0167 -0.1015  -0.415
C14 -3.8878 -0.1689 0.0499  -0.419
C15 -3.0380 1.4604 -1.5211  -0.243
C16 -1.9407 2.4631 -1.7237  -0.132
C17 -2.0457 3.4787 -2.6627  -0.210
C18 -0.9988 4.3742 -2.8312  -0.233
C19 0.1358 4.2437 -2.0450  -0.203
C20 0.2316 3.2279 -1.0993  -0.283
C21 -0.8011 2.3081 -0.9141  -0.141
H11 -4.6158 2.2768 0.5131  0.186
H12 -2.9886 3.0036 0.6001  0.234
H13 -3.4804 1.7944 1.8015  0.217
H14 -4.9036 0.0641 -0.2864  0.190
H15 -3.9214 -0.4620 1.0978  0.216
H16 -3.4883 -0.9917 -0.5389  0.224
H17 -4.0262 1.8609 -1.7793  0.192
H18 -2.8658 0.5675 -2.1272  0.215
H19 -2.9448 3.5733 -3.2625  0.204
H20 -1.0725 5.1690 -3.5623  0.210
H21 0.9562 4.9415 -2.1624  0.209
H22 1.1359 3.1530 -0.5086  0.222
N2 -1.3183 -2.4867 -0.1509  -0.810
C22 -1.4570 -2.1534 1.1593  0.331
N3 -1.3402 -0.9361 1.6034  -0.589
C23 -1.5601 -0.8722 2.9783  0.200
C24 -1.4689 0.2712 3.7638  -0.233
C25 -1.7177 0.1609 5.1199  -0.204
C26 -2.0512 -1.0659 5.6956  -0.219
C27 -2.1387 -2.2100 4.9215  -0.198
C28 -1.8894 -2.0963 3.5619  -0.236
S1 -1.9107 -3.3407 2.3419  0.397
H23 -0.8065 -1.7889 -0.6839  0.421
H24 -0.9792 -3.4222 -0.3210  0.411
H25 -1.1835 1.2110 3.3092  0.236
H26 -1.6411 1.0394 5.7467  0.218
H27 -2.2352 -1.1273 6.7597  0.218
H28 -2.3872 -3.1648 5.3654  0.222

**Energy relative to the best compared isomer or geometry (same formula, charge and spin)**: 0.0 kcal per mole
**LUMO**: 0.0117 hartree
**Frontier orbital gap**: 7.67 eV
**Spin multiplicity**: 1

---

(4)
Molecular formula: C28H28NO3
Method: DFT, the ωB97M-V functional and the def2-TZVPD basis

Each line ends with the natural charge from an NBO analysis.
CARTESIAN COORDINATES (ANGSTROEM)
C1 6.8687 -1.9202 2.3979  -0.389
N1 6.5031 -1.7119 1.0230  -0.491
C2 7.6023 -1.2667 0.1979  -0.390
C3 5.1483 -1.4816 0.6785  0.131
C4 4.4763 -0.2619 0.9924  -0.239
C5 3.1373 -0.0642 0.6425  -0.106
C6 2.3864 -1.0567 0.0228  -0.035
C7 0.9193 -0.8168 -0.3932  0.100
O1 0.2399 -0.1756 0.9293  -0.577
C8 -1.1017 -0.1952 0.9796  0.341
C9 -1.8589 -1.3668 1.0987  -0.275
C10 -3.1956 -1.3305 1.4768  -0.157
C11 -3.8948 -0.1051 1.5536  -0.089
C12 -5.4267 -0.0195 1.6492  -0.083
C13 -5.8889 0.7403 2.8991  -0.594
C14 -6.0942 -1.3890 1.6693  -0.603
C15 -5.9715 0.7408 0.4282  -0.596
C16 -3.1271 1.0826 1.3933  -0.164
C17 -1.7885 1.0302 1.0240  -0.261
C18 0.7205 0.0551 -1.5452  -0.450
C19 1.6188 1.0652 -2.1096  0.524
O2 2.8109 1.3107 -1.8886  -0.638
C20 0.7561 1.8787 -3.0391  -0.115
C21 1.0306 3.0624 -3.7495  -0.194
C22 -0.0015 3.6558 -4.4806  -0.232
C23 -1.3220 3.1326 -4.4474  -0.227
C24 -1.6105 2.0197 -3.6600  -0.228
C25 -0.5427 1.3712 -3.0193  -0.017
C26 -0.6347 0.2164 -2.0753  0.509
O3 -1.6827 -0.3746 -1.7945  -0.639
C27 3.0357 -2.2639 -0.3086  -0.198
C28 4.4020 -2.4597 -0.0179  -0.231
H1 6.0377 -2.3894 2.9475  0.209
H2 7.7301 -2.5987 2.4245  0.180
H3 7.1341 -0.9848 2.8987  0.158
H4 7.3170 -1.2122 -0.8640  0.212
H5 7.9849 -0.2825 0.4879  0.160
H6 8.4237 -1.9899 0.2811  0.178
H7 5.0850 0.5102 1.4763  0.201
H8 2.7006 0.9228 0.8511  0.223
H9 0.3405 -1.7201 -0.4765  0.198
H10 -1.3446 -2.3283 0.9741  0.205
H11 -3.7466 -2.2564 1.6746  0.192
H12 -5.5116 1.7670 2.9270  0.206
H13 -6.9917 0.7960 2.9227  0.193
H14 -5.5613 0.2335 3.8170  0.206
H15 -5.8202 -1.9722 0.7908  0.215
H16 -5.8264 -1.9528 2.5629  0.204
H17 -7.1850 -1.2746 1.6617  0.199
H18 -5.6484 0.2511 -0.5024  0.221
H19 -7.0746 0.7539 0.4440  0.190
H20 -5.6260 1.7812 0.4049  0.208
H21 -3.6043 2.0685 1.5201  0.189
H22 -1.1833 1.9290 0.8224  0.217
H23 2.0352 3.4913 -3.7474  0.218
H24 0.1859 4.5439 -5.0814  0.198
H25 -2.1154 3.6053 -5.0250  0.199
H26 -2.6234 1.6227 -3.5331  0.224
H27 2.4895 -3.0227 -0.8704  0.206
H28 4.8847 -3.3934 -0.3165  0.205

**Energy relative to the best compared isomer or geometry (same formula, charge and spin)**: 0.6 kcal per mole
**LUMO**: 0.1012 hartree
**Frontier orbital gap**: 6.80 eV
**Net charge**: -1
**SMILES**: CN(C)c1ccc([C@@H](Oc2ccc(C(C)(C)C)cc2)C2=C([O-])c3ccccc3C2=O)cc1
**Spin multiplicity**: 1